Below is C15H13ClF3N3ORhS5 as an isolated structure at a distorted geometry, with properties calculated with ωB97M-V/def2-TZVPD.

The total charge is -1. The calculation puts the HOMO energy (spin up / spin down) at -3.5 / -3.5 eV. As for the energy relative to the best compared isomer or geometry (same formula, charge and spin): 191.39 kJ/mol. As for the HOMO-LUMO gap (spin up / spin down): 0.211 / 0.211 hartree. The total energy comes out at -3680.2860 Eh.

```
42
C15H13ClF3N3ORhS5 (ωB97M-V/def2-TZVPD)
Rh 0.65835 0.85659 0.38804
Cl -1.49131 -1.96411 2.76256
S -3.06379 -0.20993 -2.52170
S 2.42972 5.04179 -1.43999
S 1.94914 2.07830 -1.22700
S 0.24776 2.77379 1.54202
S 0.96863 5.64835 1.03001
F 2.81470 -1.71030 -1.45464
F 1.61062 -3.48246 -1.22734
F 0.70266 -1.52170 -1.07188
O 2.14850 7.47882 -0.46224
N -0.63821 0.97067 -2.91234
N -1.35390 0.43173 -0.73921
N -2.37676 -0.14513 -0.07071
C -1.54021 0.48455 -2.02988
C 1.80033 -2.22968 -0.74342
C -4.54026 -1.25399 -0.30865
C 1.86418 0.05971 1.77827
C 2.05020 -2.26521 0.76708
C 2.72648 -0.98798 1.22942
C -3.34101 -0.53205 -0.82399
C 0.49329 -0.22552 2.16365
C 0.75737 -2.58097 1.46458
C 1.89935 6.30999 -0.32511
C 1.71122 3.68305 -0.59104
C 0.04680 -1.59027 2.03022
C 4.05429 -0.83930 1.11095
C 1.04203 3.96168 0.54082
C -4.38767 -2.76840 -0.42985
H -5.26082 -3.28032 -0.02425
H 0.38953 -3.59585 1.44621
H -3.50632 -3.10092 0.11852
H 4.67556 -1.62322 0.70092
H 2.43808 0.88578 2.19079
H 4.52938 0.08966 1.38556
H -4.26979 -3.06994 -1.47107
H -5.43507 -0.91604 -0.83905
H -0.10013 0.45168 2.75655
H 0.16843 1.45520 -2.50817
H -0.97127 1.29987 -3.80013
H -4.65003 -0.96685 0.73761
H 2.74995 -3.10104 0.87789
```